ORCA calculation (the ωB97M-V functional and the def2-TZVPD basis) on C11H20BF6N2OPPt as an isolated structure.

<S²>: 0.7529
Energy above the lowest of the compared OMol25 structures with the same formula, charge and spin (eV): 0.996

Geometry as ORCA input:
```
! RIJCOSX wB97M-V def2-TZVPD def2/J DEFGRID3
* xyz 1 2
Pt 0.180 -0.792 0.656
C -3.523 0.251 -0.018
N -3.445 1.465 0.841
C -4.590 1.527 1.791
C -2.080 1.650 1.501
C -1.717 0.613 2.533
C -2.264 0.760 3.812
C -2.038 -0.166 4.817
C -1.238 -1.268 4.561
C -0.636 -1.413 3.320
C -0.863 -0.473 2.335
H -4.469 0.245 -0.554
H -3.447 -0.632 0.608
H -2.704 0.266 -0.728
H -3.540 2.268 0.218
H -4.549 0.670 2.455
H -5.514 1.500 1.218
H -4.538 2.450 2.363
H -2.126 2.630 1.974
H -1.353 1.695 0.692
H -2.871 1.633 4.020
H -2.471 -0.020 5.796
H -1.051 -2.004 5.332
H 0.030 -2.249 3.141
F -0.557 -0.830 -2.248
P -1.133 -2.322 -2.087
F -0.894 -2.765 -3.541
F -1.423 -1.674 -0.158
F -2.592 -1.725 -2.273
F -1.739 -3.652 -1.534
F 0.293 -2.732 -1.483
B 4.417 -1.136 2.511
C 3.006 -0.875 1.908
N 1.957 -0.646 1.461
H 4.411 -0.528 3.563
H 4.514 -2.325 2.670
H 5.217 -0.656 1.746
C 1.432 1.639 -0.952
O 0.759 1.479 0.322
H 2.164 0.844 -1.096
H 1.933 2.605 -0.986
H 0.672 1.590 -1.726
H 1.405 1.657 1.022
*
```


ORCA calculation (the ωB97M-V functional and the def2-TZVPD basis) on a 4-piece molecular cluster, C4H16NO3 overall at a distorted geometry.

Energy above the lowest of the compared OMol25 structures with the same formula, charge and spin (eV): 1.096

Geometry as ORCA input:
```
! RIJCOSX wB97M-V def2-TZVPD def2/J DEFGRID3
* xyz 1 1
C -0.738 -0.949 -0.334
C 0.104 -1.937 0.471
C 1.470 -1.432 0.851
C 1.934 -1.420 2.089
N 0.156 -0.151 -1.254
H -1.436 -1.452 -0.957
H -1.132 -0.175 0.314
H -0.393 -2.232 1.394
H 0.217 -2.872 -0.083
H 2.217 -1.226 0.086
H 2.933 -1.112 2.374
H 1.363 -1.685 2.975
H 0.535 0.704 -0.852
H 0.965 -0.584 -1.691
H -0.436 0.232 -1.996
H -2.510 2.068 -1.959
H -2.506 1.383 -0.716
O -1.861 1.590 -1.416
H -3.048 0.991 2.864
H -2.487 2.443 2.621
O -2.625 1.577 2.232
H 2.857 1.613 -1.315
H 2.827 1.354 -2.809
O 2.257 1.373 -2.033
*
```


ORCA calculation (the ωB97M-V functional and the def2-TZVPD basis) on C4H11INO as an isolated structure at a distorted geometry.

Energy above the lowest of the compared OMol25 structures with the same formula, charge and spin (eV): 3.123

Geometry as ORCA input:
```
! RIJCOSX wB97M-V def2-TZVPD def2/J DEFGRID3
* xyz -1 1
I -3.502 -1.225 -1.495
C -1.551 1.186 -0.536
C -0.547 0.057 -0.387
C 0.728 0.388 0.416
O 1.416 -0.937 0.412
C 2.814 -0.620 0.738
N -1.290 -1.068 0.131
H -2.187 0.876 -1.365
H -1.089 2.141 -0.788
H -2.164 1.287 0.360
H -0.214 -0.171 -1.400
H 0.461 0.662 1.436
H 1.251 1.114 -0.207
H 3.310 -1.581 0.603
H 3.090 -0.064 1.634
H 3.331 -0.232 -0.140
H -1.722 -0.812 1.006
H -2.134 -0.999 -0.419
*
```


ORCA calculation (the ωB97M-V functional and the def2-TZVPD basis) on a 4-piece molecular cluster, C17H18ClF4N3OP2 overall at a distorted geometry.

Electronic energy (Ha): -2440.45526
SMILES string: OP(Cl)#[PH]C(F)(F)C(F)F.c1ccncc1.c1ccncc1.c1ccncc1

Geometry as ORCA input:
```
! RIJCOSX wB97M-V def2-TZVPD def2/J DEFGRID3
* xyz 0 1
O -2.046 0.590 3.102
P -1.902 2.219 3.056
Cl -1.093 2.558 1.168
P -3.840 3.204 2.932
C -5.135 2.281 1.939
F -5.304 2.812 0.741
F -6.307 2.425 2.590
C -4.981 0.786 1.728
F -3.945 0.502 0.944
F -4.911 0.145 2.872
H -1.773 0.158 2.276
H -4.319 3.096 4.253
H -5.877 0.431 1.221
C -0.659 0.574 -3.722
C 0.584 0.822 -4.280
C 1.560 1.397 -3.480
N 1.372 1.727 -2.204
C 0.170 1.481 -1.684
C -0.874 0.909 -2.395
H -1.449 0.126 -4.312
H 0.794 0.576 -5.312
H 2.549 1.607 -3.875
H 0.039 1.760 -0.642
H -1.830 0.731 -1.920
C 2.167 -0.751 5.369
C 1.027 -0.251 4.760
C 1.044 1.062 4.317
N 2.090 1.875 4.445
C 3.175 1.378 5.034
C 3.267 0.078 5.510
H 2.197 -1.772 5.729
H 0.144 -0.863 4.631
H 0.171 1.495 3.832
H 4.011 2.063 5.126
H 4.176 -0.272 5.978
C 3.336 -3.019 -3.982
C 2.296 -2.123 -4.167
C 1.149 -2.575 -4.801
N 0.989 -3.820 -5.247
C 2.000 -4.666 -5.061
C 3.188 -4.319 -4.437
H 4.249 -2.708 -3.490
H 2.373 -1.102 -3.828
H 0.308 -1.911 -4.965
H 1.842 -5.671 -5.435
H 3.976 -5.049 -4.312
*
```


Molecular weight list, top to bottom, in g mol⁻¹: 547.15, 126.18, 216.04, 453.74